The following is a DFT calculation (ωB97M-V/def2-TZVPD) of a cluster of 11 separate species, C45H108F30N4O4P7 in total at a distorted geometry.

Last column: Mulliken charge in e.
Atoms and positions in Å:
C 8.6882 -2.5019 -0.4129  -1.3454
C 7.2565 -2.4605 -0.2496  0.4911
C 6.8124 -2.6234 1.2617  -1.1224
C 5.2709 -2.4812 1.5170  -0.8068
P 4.7646 -0.8933 2.1124  0.4584
C 2.9256 -0.8789 2.4715  -1.0414
C 2.2396 0.4673 2.9981  -0.4639
C 0.7303 0.2381 3.3832  0.8100
C 0.4153 0.7171 4.8102  -1.7161
C 5.0540 0.2934 0.7530  0.6193
C 4.9999 1.7756 1.2157  -1.1916
C 4.6250 2.6076 -0.0815  1.2163
C 4.3831 4.0118 0.4050  -1.5703
C 5.7711 -0.4613 3.6299  -1.2171
C 5.6590 -1.3933 4.9313  -0.5513
C 6.9296 -1.3301 5.8716  -0.9026
C 8.2977 -2.0407 5.3847  -0.9947
H 8.9603 -3.2804 -1.1256  0.2997
H 9.2609 -2.5993 0.5094  0.3256
H 8.9884 -1.5238 -0.7889  0.3517
H 6.7318 -3.2825 -0.7365  0.4261
H 6.7857 -1.5576 -0.6385  -0.2993
H 7.4569 -2.1091 1.9746  0.4578
H 6.9934 -3.6930 1.3672  0.4671
H 5.0420 -3.2372 2.2680  0.6774
H 4.7461 -2.6092 0.5703  0.3279
H 2.7266 -1.5955 3.2683  0.6395
H 2.4187 -1.3661 1.6386  0.5861
H 2.2017 1.1995 2.1915  0.0869
H 2.8502 0.8848 3.7986  0.3310
H 0.5766 -0.8404 3.3471  -0.2306
H 0.0549 0.6720 2.6459  -0.0893
H 1.0786 0.4693 5.6389  0.3906
H -0.5715 0.4825 5.2093  0.3988
H 0.4255 1.8066 4.8422  0.4378
H 4.3395 0.0589 -0.0360  -1.1447
H 6.0745 0.1260 0.4088  0.5456
H 5.8477 2.2016 1.7521  0.5333
H 4.1148 1.9218 1.8349  0.2527
H 3.7445 2.1841 -0.5647  -0.8862
H 5.4724 2.6658 -0.7646  0.3478
H 5.2856 4.5013 0.7712  0.4157
H 3.7333 4.1142 1.2741  0.3460
H 3.9014 4.6540 -0.3323  0.2593
H 5.4539 0.5382 3.9273  0.7770
H 6.8314 -0.3898 3.3877  0.7024
H 5.5696 -2.4478 4.6702  0.3147
H 4.7765 -1.0723 5.4847  0.4013
H 6.7224 -1.7380 6.8610  0.4660
H 7.2652 -0.3199 6.1060  0.3712
H 8.2883 -2.6066 4.4531  0.2871
H 8.5764 -2.6661 6.2328  0.3396
H 9.0200 -1.2253 5.3446  0.2729
C -1.4395 -2.3363 -1.7437  -1.0512
C -1.5996 -3.7785 -1.2536  -1.0838
C -1.7152 -3.7363 0.2739  0.4086
C -1.5822 -5.1120 0.9366  -1.1379
P -2.3963 -5.0473 2.6721  0.7501
C -4.1927 -4.7818 2.2872  -0.2512
C -5.2632 -5.3376 3.1600  -0.9305
C -6.6336 -4.7884 2.6665  -0.8843
C -6.7319 -3.2497 2.5504  -1.0428
C -2.2481 -6.5488 3.5086  -1.0155
C -0.8220 -6.8982 3.9441  -1.0284
C -0.7293 -7.9796 5.0445  -0.5909
C -1.8295 -9.0659 4.9355  -1.1788
C -1.7449 -3.6160 3.6791  -0.9005
C -2.0787 -3.6109 5.2660  -0.5277
C -3.3058 -2.8858 5.6163  0.2950
C -3.3994 -2.1354 7.0172  -1.5662
H -1.1313 -2.1951 -2.7797  0.5542
H -0.6916 -1.7599 -1.1992  0.0360
H -2.2589 -1.6827 -1.4446  0.3349
H -0.7640 -4.3412 -1.6701  0.4340
H -2.4405 -4.2625 -1.7503  0.3778
H -2.7060 -3.2964 0.3883  -0.0302
H -0.9457 -3.0076 0.5287  0.0905
H -0.5261 -5.2696 1.1555  0.5870
H -1.9873 -5.9651 0.3922  0.5059
H -4.3180 -5.0130 1.2294  0.7607
H -4.2038 -3.6922 2.3166  -0.2794
H -5.2165 -5.2994 4.2483  0.3966
H -5.3363 -6.4250 3.1428  0.4521
H -7.4232 -5.2260 3.2773  0.4397
H -6.7856 -5.1909 1.6650  0.3623
H -6.4214 -2.9141 1.5609  0.2635
H -6.1396 -2.6498 3.2414  0.2256
H -7.7885 -3.0013 2.4508  0.4136
H -2.6727 -7.3687 2.9293  0.8067
H -2.9899 -6.4435 4.3002  0.6176
H -0.1124 -6.0738 4.0145  0.4959
H -0.4173 -7.3786 3.0532  0.4965
H -0.6846 -7.3760 5.9510  0.3232
H 0.2536 -8.4369 4.9317  0.3843
H -1.7440 -9.9460 5.5727  0.3891
H -2.0800 -9.3463 3.9124  0.3092
H -2.7918 -8.7029 5.2967  0.2727
H -1.9392 -2.6969 3.1264  0.2624
H -0.6860 -3.8744 3.6934  0.5767
H -1.2235 -3.2900 5.8608  0.5093
H -2.2080 -4.6378 5.6079  0.2006
H -4.1387 -3.5520 5.3917  -0.0894
H -3.3909 -2.0115 4.9709  0.0455
H -3.4412 -2.8371 7.8502  0.4038
H -4.4139 -1.7373 6.9942  0.4197
H -2.6147 -1.4391 7.3133  0.3419
C -7.3265 2.3097 -6.4192  -1.6231
C -6.5207 3.0820 -5.3841  0.2929
C -6.5485 2.4075 -4.0014  -0.5030
O -6.0959 3.2955 -3.0346  -0.2765
C -6.7641 3.3291 -1.7020  -0.8246
N -5.1331 3.2782 -5.9800  -0.0595
H -4.9506 3.4559 -6.9573  0.3855
H -4.6042 4.0020 -5.5148  0.3080
H -4.7042 2.3910 -5.7585  0.0577
H -7.3835 2.9449 -7.3032  0.4720
H -8.4101 2.3724 -6.3190  0.4340
H -7.0410 1.3179 -6.7697  0.3467
H -6.8996 4.1040 -5.3877  0.3557
H -5.8731 1.5521 -4.0158  0.2313
H -7.4436 1.8687 -3.6907  0.4933
H -6.2622 2.4665 -1.2637  0.3203
H -7.8157 3.0948 -1.5366  0.3737
H -6.5322 4.2622 -1.1887  0.2704
C 2.0107 0.4774 -5.7929  -0.0221
C 3.1241 1.1244 -6.3789  0.3683
O 3.2440 1.2704 -7.6007  -0.5633
N 4.2688 1.5670 -5.3846  0.5926
H 4.0184 2.5346 -5.2392  0.0935
H 4.1224 1.0533 -4.5274  -0.2095
C 5.6773 1.3746 -6.0174  -0.8158
H 1.1256 0.5427 -6.4257  0.4690
H 1.6388 0.8572 -4.8413  -0.3969
H 2.3323 -0.5635 -5.8275  0.3654
H 6.4986 1.7063 -5.3821  0.3524
H 5.8613 1.9118 -6.9478  0.3381
H 5.7824 0.2969 -6.1428  0.3620
C 0.6346 1.2109 -1.8330  2.9884
C -0.3510 1.8789 -0.8884  -0.7781
O -0.1304 2.0671 0.2645  -0.4950
N -1.8653 1.8164 -1.2151  1.3447
H -2.1290 1.2111 -1.9794  0.2676
H -2.4485 1.2792 -0.5894  -0.1218
C -2.4156 3.2581 -1.5344  -0.5491
H 0.5641 1.6022 -2.8479  -0.4817
H 0.5356 0.1271 -1.8942  -0.2972
H 1.6069 1.4300 -1.3917  -1.4630
H -3.2502 3.0494 -2.2038  -0.0282
H -1.6897 3.8444 -2.0979  0.3712
H -2.8356 3.5075 -0.5600  0.3428
C -0.6231 6.1148 -4.9739  -0.8240
C -1.0029 6.9415 -3.6694  0.4863
O -1.6677 6.5147 -2.7139  -0.4190
N -0.8482 8.4654 -3.8160  -0.0237
H -0.5436 8.7256 -4.7431  0.3876
H -1.7162 8.9251 -3.5808  0.4212
C 0.1348 9.0163 -2.8706  -0.8305
H -0.7687 5.0378 -4.8910  -0.0535
H 0.4356 6.2768 -5.1765  0.2998
H -1.0989 6.5180 -5.8679  0.5042
H 0.1375 8.5715 -1.8755  0.3052
H -0.1576 10.0595 -2.9902  0.4089
H 1.1511 8.8580 -3.2314  0.3363
P -3.9674 0.3619 1.6325  1.3910
F -5.2839 1.1754 1.3252  -0.3249
F -4.2947 0.4704 3.1809  -0.4780
F -4.8224 -1.0815 1.5797  -0.2454
F -2.5174 -0.4589 1.8820  -0.3098
F -3.6395 0.3647 0.1210  -0.8019
F -3.0611 1.7265 1.8603  -0.4956
P -4.3084 5.6892 1.8290  1.4293
F -4.1237 4.1881 1.4640  -0.5059
F -5.8662 5.4647 1.2592  -0.4088
F -4.8721 5.1711 3.3714  -0.4161
F -4.6838 7.2514 2.0932  -0.3580
F -2.8190 5.8282 2.4685  -0.3704
F -3.8239 6.1948 0.3892  -0.3505
P -1.9714 1.5878 -5.2494  1.7176
F -2.6499 1.9968 -6.6723  -0.4524
F -2.5501 2.9696 -4.5305  -0.3135
F -3.4765 1.0035 -4.9941  -0.4832
F -1.5424 1.0103 -3.7463  -0.7701
F -1.4203 0.2392 -5.9130  -0.3683
F -0.5590 2.2870 -5.5812  -0.4507
P 2.9405 4.5327 -3.7781  1.5970
F 2.1137 3.5132 -4.6818  -0.3956
F 1.5635 4.7149 -2.8945  -0.3655
F 3.2810 3.2388 -2.8902  -0.4704
F 3.6624 5.4463 -2.7038  -0.4586
F 4.3292 4.2994 -4.5406  -0.4442
F 2.6542 5.8089 -4.7185  -0.4183
P 3.4346 -1.2517 -2.6248  1.6789
F 1.9905 -1.6625 -3.2986  -0.3953
F 3.8740 -2.9177 -2.3929  -0.4564
F 3.9486 -1.4099 -4.1956  -0.3906
F 4.9021 -0.9664 -2.0822  -0.4007
F 3.2499 0.3930 -2.7743  -0.2670
F 2.7798 -1.2916 -1.1648  -0.3486

* LUMO energy: -3.0128 eV
* HOMO: -10.8894 eV
* frontier orbital gap: 0.289 Eh
* total charge: +1
* energy above the lowest of the compared OMol25 structures with the same formula, charge and spin: 30.4 kcal per mole

The following is a DFT calculation (ωB97M-V/def2-TZVPD) of a structure of composition C15H17NO6Pt.

Last column: Mulliken charge in e.
Atoms and positions in Å:
Pt 1.5253 -0.7342 -0.2223  0.4678
O 5.1527 0.8885 -1.3357  -0.4307
C 4.0330 0.4610 -0.7756  0.4051
O 3.7020 -0.7078 -0.7656  -0.6062
C 3.2330 1.5321 -0.1092  0.4350
C 3.6950 2.8228 0.0359  -0.4621
C 2.9273 3.7112 0.7752  -0.5076
C 1.7805 3.2435 1.3855  -0.3708
C 1.3858 1.9190 1.2176  0.7164
N 2.0715 1.0918 0.4228  -0.2312
C 0.2928 1.3687 2.1119  -0.0235
O -0.8587 2.0617 2.1173  -0.4784
O 0.5120 0.4833 2.8744  -0.4901
H 5.6109 0.1238 -1.7189  0.3880
H 4.6274 3.1124 -0.4245  0.4881
H 3.2397 4.7382 0.9019  0.4506
H 1.2058 3.8826 2.0424  0.4849
H -0.9670 2.5542 1.2937  0.3901
C -3.4664 -1.3844 0.6984  -1.5764
C -3.0205 -0.1714 -0.1305  2.3063
C -3.6058 1.1102 0.4729  -1.6878
C -3.5136 -0.3277 -1.5748  -1.6272
C -1.5458 -0.1411 -0.1321  1.0137
C -0.3538 -0.3432 -0.1169  -1.9206
H -4.5565 -1.4685 0.6848  0.4290
H -3.1345 -1.2818 1.7324  0.3701
H -3.0270 -2.2971 0.2973  0.3354
H -4.6964 1.0490 0.4955  0.4131
H -3.3256 1.9820 -0.1249  0.3394
H -3.2512 1.2515 1.4924  0.3288
H -4.6038 -0.4021 -1.5927  0.3970
H -3.0941 -1.2288 -2.0224  0.3578
H -3.2132 0.5281 -2.1819  0.3854
C 0.9064 -4.7884 -1.3624  -1.1644
C 0.4649 -3.4603 -0.7810  0.8651
O -0.5696 -3.3301 -0.1686  -0.5520
O 1.3560 -2.5170 -1.0304  -0.5490
H 0.0799 -5.4933 -1.3393  0.3122
H 1.7298 -5.1781 -0.7623  0.2861
H 1.2719 -4.6602 -2.3800  0.3126

* LUMO energy: -1.5369 eV
* HOMO: -7.9659 eV
* frontier orbital gap: 0.236 Eh
* total charge: 0
* energy above the lowest of the compared OMol25 structures with the same formula, charge and spin: 0.0 kcal per mole

The following is a DFT calculation (ωB97M-V/def2-TZVPD) of a structure of composition C43H33F6N9O4P2S2Se2Ti.

Last column: Mulliken charge in e.
Atoms and positions in Å:
Ti -1.0372 0.8544 0.4582  0.2268
Se 4.7851 -2.0102 -0.6783  -0.1442
P 4.2773 -0.0084 -1.0144  0.9790
C 4.8289 0.6405 -2.6065  0.4917
C 6.2003 0.5017 -2.8296  -0.5428
C 6.7627 0.9708 -4.0037  -0.7823
C 5.9601 1.5672 -4.9678  -0.4951
C 4.5970 1.6952 -4.7530  -0.7396
C 4.0267 1.2385 -3.5724  -0.1857
C 4.7945 1.1973 0.2311  0.2246
C 5.1456 0.7605 1.5044  -0.1903
C 5.4894 1.6875 2.4770  -0.6739
C 5.4856 3.0423 2.1770  -0.5475
C 5.1469 3.4762 0.9015  -0.7606
C 4.8019 2.5566 -0.0763  -0.4872
C 2.4583 0.1883 -0.9599  0.3128
C 1.4486 -0.6690 -0.5486  -0.6081
N 0.2997 0.0224 -0.7441  0.8706
N 0.5941 1.2561 -1.1453  -0.2795
N 1.8751 1.3816 -1.2816  -0.8409
P 1.0739 -2.1897 0.3449  1.2485
Se -0.6745 -1.5219 1.5202  -0.2955
C 0.6714 -3.4343 -0.8704  0.2988
C 1.4742 -3.5503 -2.0061  -0.0708
C 1.2117 -4.5559 -2.9222  -0.7811
C 0.1616 -5.4383 -2.7025  -0.5613
C -0.6338 -5.3202 -1.5693  -0.7563
C -0.3843 -4.3170 -0.6476  -0.5612
C 2.2871 -2.7433 1.5163  0.7425
C 2.6747 -1.8908 2.5487  -0.4866
C 3.6211 -2.3239 3.4577  -0.7522
C 4.1574 -3.6025 3.3461  -0.6446
C 3.7488 -4.4549 2.3299  -0.7896
C 2.8114 -4.0273 1.4045  -0.4695
H 6.8262 0.0150 -2.0908  0.3921
H 7.8260 0.8637 -4.1688  0.4176
H 6.3991 1.9279 -5.8883  0.3994
H 3.9696 2.1551 -5.5049  0.4180
H 2.9658 1.3618 -3.4162  0.3782
H 5.1798 -0.3022 1.7110  0.4415
H 5.7791 1.3532 3.4646  0.4584
H 5.7623 3.7629 2.9351  0.4445
H 5.1683 4.5313 0.6629  0.4613
H 4.5565 2.8953 -1.0756  0.4163
H 2.3118 -2.8782 -2.1571  0.2935
H 1.8320 -4.6540 -3.8025  0.4836
H -0.0366 -6.2253 -3.4179  0.4163
H -1.4452 -6.0154 -1.4011  0.4599
H -1.0055 -4.2230 0.2346  0.4701
H 2.2453 -0.8987 2.6355  0.3689
H 3.9385 -1.6706 4.2596  0.5135
H 4.8945 -3.9381 4.0633  0.4344
H 4.1656 -5.4496 2.2540  0.4541
H 2.5041 -4.6804 0.5980  0.4561
F -0.2652 -0.0093 4.3977  -0.1718
C -1.4809 0.4634 4.6272  0.6346
F -2.3861 -0.4652 4.3519  -0.1884
F -1.5862 0.8602 5.8717  -0.1832
S -1.7864 1.9157 3.5113  1.1849
O -2.0174 1.2965 2.1586  -0.3379
O -2.9306 2.5927 3.9922  -0.6280
N -0.4622 2.7235 3.5745  -0.6769
S 0.6863 2.7317 2.5194  1.2955
O 0.4853 1.6164 1.5523  -0.2319
O 1.9861 2.8312 3.0518  -0.5284
C 0.3696 4.2562 1.5105  0.5243
F -0.9454 4.3737 1.3277  -0.2416
F 0.8295 5.3113 2.1350  -0.1962
F 0.9616 4.1123 0.3365  -0.1973
N -4.3814 5.3530 -2.4252  -0.4208
C -3.6497 4.4075 -1.8320  0.9337
C -3.9878 3.8941 -0.5612  -0.9713
C -3.2065 2.9362 0.0101  -0.6964
N -2.0803 2.4318 -0.5614  1.1517
C -1.7693 2.9120 -1.7912  -0.8006
C -2.5014 3.8627 -2.4405  -0.9143
H -5.1827 5.7567 -1.9709  0.2141
H -4.1227 5.7260 -3.3225  0.2081
H -4.8554 4.2584 -0.0279  0.4135
H -3.4710 2.5509 0.9830  0.5317
H -0.8764 2.5155 -2.2467  0.6497
H -2.1789 4.1988 -3.4165  0.4109
N -10.8334 -3.5161 1.5236  -0.4270
C -9.8082 -3.1133 1.2016  -0.0805
C -8.5244 -2.6089 0.7984  0.5054
C -7.6595 -3.4222 0.0686  -0.8246
C -6.4192 -2.9424 -0.3111  -0.5492
C -6.0622 -1.6478 0.0317  0.5188
C -6.9175 -0.8249 0.7470  -0.2257
C -8.1521 -1.3115 1.1395  -0.8204
N -4.7731 -1.1530 -0.3529  0.1925
C -4.1736 -1.2944 -1.5833  -0.7772
C -2.9624 -0.6867 -1.4933  -1.0966
N -2.8204 -0.1844 -0.2162  1.2242
C -3.9255 -0.4812 0.4410  -1.1024
H -7.9583 -4.4292 -0.1861  0.4575
H -5.7295 -3.5767 -0.8522  0.5189
H -6.6340 0.1928 0.9820  0.5286
H -8.8340 -0.6868 1.6990  0.4635
H -4.6667 -1.7863 -2.4027  0.6245
H -2.1949 -0.5873 -2.2413  0.7152
H -4.1237 -0.2634 1.4776  0.8601

* LUMO energy: -7.1046 eV
* HOMO: -12.2932 eV
* frontier orbital gap: 0.191 Eh
* total charge: +2
* energy above the lowest of the compared OMol25 structures with the same formula, charge and spin: 0.0 kcal per mole

The following is a DFT calculation (ωB97M-V/def2-TZVPD) of a structure of composition C2H4CaLiO at a distorted geometry.

Last column: Mulliken charge in e.
Atoms and positions in Å:
O -0.6940 -0.2800 -0.1592  -0.5489
Li -2.3378 0.4820 0.0694  0.2438
C 0.4792 0.0792 0.3589  0.5301
C 0.7301 1.2486 0.9705  -0.8816
H 1.3069 -0.6188 0.1642  0.2601
H -0.0733 1.9510 1.2106  0.0966
H 1.7256 1.4501 1.3661  0.2441
Ca -1.2902 -1.7346 -1.5854  0.5199
H 0.1534 -2.5775 -2.3950  -0.4641

* LUMO energy (spin up / spin down): -0.3212 / -0.3022 eV
* 2S+1: 2
* HOMO (spin up / spin down): -4.9669 / -8.3360 eV
* frontier orbital gap (spin up / spin down): 0.171 / 0.295 Eh
* total charge: 0
* energy above the lowest of the compared OMol25 structures with the same formula, charge and spin: 0.0 kcal per mole